(1)
A molecular structure, C32H27BrCl4F4GaN3O2PS3 in a non-equilibrium geometry. Source: the OMol25 dataset; level of theory: wB97M-V/def2-TZVPD.

Geometry (Å):
Ga (-0.265, 0.395, -0.400)
Cl (-6.912, -0.533, -0.037)
C (-5.333, 0.169, -0.261)
C (-5.178, 1.563, -0.486)
Cl (-6.587, 2.532, -0.699)
C (-3.923, 2.213, -0.531)
Cl (-3.727, 3.871, -0.719)
C (-2.783, 1.398, -0.450)
O (-1.525, 1.823, -0.498)
C (-2.927, -0.022, -0.338)
O (-1.793, -0.732, -0.415)
C (-4.202, -0.662, -0.144)
Cl (-4.351, -2.336, 0.138)
F (6.986, -3.409, 0.503)
C (5.774, -3.080, 0.041)
C (4.899, -4.058, -0.444)
F (5.341, -5.349, -0.571)
C (3.579, -3.681, -0.680)
F (2.787, -4.699, -1.119)
C (3.062, -2.407, -0.484)
P (1.298, -1.992, -0.793)
C (0.884, -2.374, -2.526)
C (1.869, -2.442, -3.519)
C (1.513, -2.793, -4.789)
C (0.177, -3.028, -5.137)
C (-0.806, -2.967, -4.129)
C (-0.461, -2.616, -2.845)
C (0.464, -3.270, 0.162)
C (0.530, -3.129, 1.537)
C (-0.139, -4.021, 2.380)
C (-0.838, -5.107, 1.866)
C (-0.816, -5.259, 0.470)
C (-0.166, -4.388, -0.380)
C (4.002, -1.403, -0.140)
Br (3.585, 0.433, 0.015)
C (5.346, -1.755, 0.147)
F (6.202, -0.852, 0.629)
H (2.921, -2.267, -3.283)
H (2.292, -2.877, -5.572)
H (-0.172, -3.280, -6.161)
H (-1.862, -3.127, -4.353)
H (-1.220, -2.450, -2.077)
H (1.200, -2.379, 1.984)
H (-0.082, -3.908, 3.472)
H (-1.312, -5.883, 2.467)
H (-1.351, -6.094, -0.031)
H (-0.027, -4.659, -1.413)
C (1.072, 5.156, 3.895)
C (0.229, 4.691, 2.694)
N (0.575, 3.338, 2.260)
C (-0.098, 2.234, 2.549)
S (0.637, 0.790, 1.771)
N (-1.112, 2.192, 3.441)
C (-1.617, 0.996, 4.102)
C (-3.058, 0.727, 3.697)
H (0.693, 6.105, 4.349)
H (2.108, 5.296, 3.567)
H (1.121, 4.470, 4.770)
H (0.365, 5.405, 1.888)
H (-0.860, 4.702, 2.914)
H (1.333, 3.146, 1.618)
H (-1.554, 3.069, 3.693)
H (-1.440, 1.058, 5.183)
H (-0.983, 0.173, 3.714)
H (-3.681, 1.611, 3.922)
H (-3.471, -0.109, 4.290)
H (-3.130, 0.467, 2.622)
S (0.913, 0.935, -2.502)
C (0.696, 2.621, -2.659)
N (1.311, 3.505, -1.862)
C (0.892, 4.881, -1.995)
C (-0.048, 4.990, -3.195)
S (-0.456, 3.347, -3.754)
H (2.078, 3.232, -1.190)
H (1.733, 5.581, -2.141)
H (0.319, 5.188, -1.078)
H (0.426, 5.554, -4.022)
H (-0.944, 5.540, -2.924)

LUMO	-0.1315	Eh
HOMO energy	-9.50	eV
E	-9825.15476	Ha
energy above the lowest of the compared OMol25 structures with the same formula, charge and spin	0.00	kcal per mole
Kohn-Sham gap	5.9	eV
total charge	+1


(2)
5 unconnected molecules or ions with the total composition C25H51NO7S in a non-equilibrium geometry. Source: the OMol25 dataset; level of theory: wB97M-V/def2-TZVPD.

Geometry (Å):
C (-1.684, 4.425, 0.294)
C (-2.702, 3.196, 0.084)
C (-1.870, 1.948, -0.429)
C (-1.321, 2.262, -1.891)
C (-1.210, 0.973, -2.792)
C (-0.519, -0.180, -1.965)
C (0.885, 0.247, -1.336)
C (1.555, -1.110, -0.812)
C (2.458, -0.813, 0.437)
C (3.333, -2.022, 0.944)
C (4.251, -2.651, -0.184)
O (4.375, -4.090, -0.118)
S (2.881, -4.704, -0.491)
O (3.049, -6.147, -0.604)
O (2.387, -4.208, -1.781)
C (1.761, -4.179, 0.861)
N (1.238, -5.283, 1.681)
C (2.502, -3.126, 1.776)
C (1.591, -2.477, 2.900)
C (0.054, -2.537, 2.650)
C (-0.662, -1.575, 1.791)
C (-2.096, -1.645, 1.540)
C (-2.917, -2.683, 2.136)
C (-2.254, -3.628, 3.028)
C (-0.810, -3.560, 3.282)
C (-0.260, -4.651, 4.274)
H (-1.573, 4.995, -0.667)
H (-2.080, 5.104, 1.087)
H (-0.674, 3.996, 0.550)
H (-3.279, 2.976, 1.014)
H (-3.386, 3.502, -0.760)
H (-1.038, 1.782, 0.303)
H (-2.492, 1.015, -0.471)
H (-2.052, 2.983, -2.349)
H (-0.295, 2.698, -1.781)
H (-0.706, 1.150, -3.780)
H (-2.247, 0.599, -3.052)
H (-1.203, -0.595, -1.182)
H (-0.270, -1.020, -2.673)
H (1.483, 0.685, -2.183)
H (0.776, 1.007, -0.522)
H (2.094, -1.537, -1.691)
H (0.688, -1.792, -0.596)
H (3.193, -0.015, 0.108)
H (1.887, -0.334, 1.281)
H (4.042, -1.590, 1.710)
H (5.290, -2.242, -0.034)
H (3.970, -2.326, -1.226)
H (0.870, -3.703, 0.363)
H (1.626, -6.192, 1.414)
H (0.234, -5.344, 1.474)
H (3.300, -3.712, 2.320)
H (1.810, -3.025, 3.858)
H (1.880, -1.409, 3.111)
H (-0.133, -0.730, 1.282)
H (-2.600, -0.908, 0.873)
H (-4.005, -2.796, 1.952)
H (-2.871, -4.432, 3.499)
H (-0.718, -5.652, 4.040)
H (-0.589, -4.365, 5.314)
H (0.854, -4.684, 4.291)
C (-1.531, 4.424, 4.517)
O (-2.740, 4.094, 3.841)
H (-0.924, 3.528, 4.602)
H (-0.983, 5.178, 3.947)
H (-1.757, 4.805, 5.518)
H (-3.262, 4.902, 3.776)
C (2.047, 2.398, 3.298)
O (1.345, 3.371, 4.062)
H (1.480, 2.192, 2.392)
H (3.035, 2.780, 3.027)
H (2.152, 1.476, 3.876)
H (1.862, 3.538, 4.858)
C (-0.903, 3.670, -5.228)
O (-0.570, 4.458, -4.089)
H (-1.973, 3.471, -5.213)
H (-0.649, 4.211, -6.142)
H (-0.361, 2.723, -5.196)
H (0.378, 4.621, -4.123)
C (-2.319, 1.508, -8.563)
O (-1.436, 1.590, -7.450)
H (-2.764, 2.488, -8.727)
H (-1.765, 1.210, -9.457)
H (-3.110, 0.783, -8.358)
H (-1.055, 0.714, -7.323)

LUMO	0.0178	Eh
SMILES	CCCCCCCCC[C@@H]1COS(=O)(=O)[C@@H](N)[C@@H]1Cc1ccccc1C.CO.CO.CO.CO
HOMO energy	-8.90	eV
E	-1962.61211	Ha
energy above the lowest of the compared OMol25 structures with the same formula, charge and spin	83.88	kcal per mole
Kohn-Sham gap	9.4	eV


(3)
2 unconnected molecules or ions with the total composition C5H15NO in a non-equilibrium geometry. Source: the OMol25 dataset; level of theory: wB97M-V/def2-TZVPD.

Geometry (Å):
C (0.456, -1.791, 0.741)
C (1.016, -0.770, -0.240)
C (2.262, -1.283, -0.957)
N (-0.019, -0.355, -1.187)
H (-0.145, -1.313, 1.516)
H (-0.168, -2.525, 0.228)
H (1.255, -2.344, 1.243)
H (1.311, 0.122, 0.318)
H (2.029, -2.180, -1.539)
H (3.049, -1.533, -0.238)
H (2.645, -0.524, -1.650)
H (-1.163, -0.015, -0.417)
H (0.095, 0.557, -1.633)
H (-0.356, -1.095, -1.793)
C (-2.181, 1.566, 0.491)
O (-2.072, 0.196, 0.226)
C (-0.883, 2.232, 0.911)
H (-2.927, 1.688, 1.289)
H (-2.595, 2.102, -0.384)
H (-1.036, 3.285, 1.172)
H (-0.126, 2.241, 0.118)
H (-0.449, 1.739, 1.785)

LUMO (alpha / beta)	0.1500 / 0.1445	Eh
HOMO energy (alpha / beta)	1.17 / -5.44	eV
E	-329.42727	Ha
energy above the lowest of the compared OMol25 structures with the same formula, charge and spin	16.26	kcal per mole
multiplicity	2
Kohn-Sham gap (alpha / beta)	2.9 / 9.4	eV
total charge	-1


(4)
2 unconnected molecules or ions with the total composition C2HF2O3S in a non-equilibrium geometry. Source: the OMol25 dataset; level of theory: wB97M-V/def2-TZVPD.

Geometry (Å):
C (0.558, -0.061, 1.187)
C (0.452, 0.066, 2.535)
O (-2.287, -0.157, -3.944)
O (-0.260, 0.243, 0.287)
O (0.109, 0.064, -4.299)
F (1.454, -0.323, 3.390)
F (-0.584, 0.548, 3.277)
S (-0.988, 0.120, -3.346)
H (1.547, -0.499, 0.914)

LUMO	0.0612	Eh
HOMO energy	-2.24	eV
E	-900.44058	Ha
energy above the lowest of the compared OMol25 structures with the same formula, charge and spin	44.37	kcal per mole
Kohn-Sham gap	3.9	eV
total charge	-1


(5)
C6H12N2 in the gas phase in a non-equilibrium geometry. Source: the OMol25 dataset; level of theory: wB97M-V/def2-TZVPD.

Geometry (Å):
C (0.368, 1.402, 2.061)
C (0.574, 0.255, 1.096)
C (-0.754, 0.083, 0.211)
C (-1.108, 1.291, -0.510)
N (-1.702, 2.128, -1.045)
C (-0.451, -0.892, -0.951)
C (0.531, -0.395, -2.032)
N (-0.046, -2.191, -0.645)
H (-0.581, 1.474, 2.519)
H (0.956, 1.431, 2.949)
H (0.498, 2.416, 1.589)
H (1.482, 0.407, 0.592)
H (0.737, -0.650, 1.658)
H (-1.591, -0.058, 1.011)
H (-1.373, -0.977, -1.514)
H (1.459, -0.271, -1.462)
H (0.525, -1.104, -2.849)
H (0.246, 0.538, -2.473)
H (0.865, -2.192, -0.109)
H (-0.638, -2.696, -0.096)

LUMO	0.0283	Eh
SMILES	CC[C@@H](C#N)[C@@H](C)N
HOMO energy	-9.69	eV
E	-345.28035	Ha
energy above the lowest of the compared OMol25 structures with the same formula, charge and spin	29.81	kcal per mole
Kohn-Sham gap	10.5	eV